# C18H20N3

An isolated ion of composition C18H20N3 and charge +1 in a non-equilibrium geometry (ωB97M-V/def2-TZVPD, OMol25).

Results
net charge: +1
2S+1: 1
LUMO energy: -4.515 eV
HOMO energy: -11.28 eV
ΔE to the lowest compared entry with this formula, charge and spin: 80.9 kcal per mole

Geometry (Å):
N  -0.475  -3.075  -2.031
C  -0.144  -1.946  -1.895
C  0.113  -0.561  -1.726
C  -0.540  0.066  -0.078
C  -0.052  -0.984  0.839
C  -0.882  -2.010  1.337
C  -0.465  -2.754  2.459
C  0.791  -2.508  3.043
C  1.687  -1.623  2.425
C  1.271  -0.874  1.317
N  -1.711  0.695  0.125
C  -2.472  0.679  1.396
C  -3.512  1.820  1.252
C  -3.371  2.399  -0.177
C  -2.095  1.785  -0.759
N  1.511  -0.182  -1.921
C  1.760  1.164  -2.136
C  3.059  1.646  -2.073
C  4.134  0.827  -1.682
C  3.834  -0.516  -1.412
C  2.544  -1.025  -1.561
H  -0.534  0.089  -2.396
H  0.219  0.807  -0.505
H  -1.839  -2.216  0.851
H  -1.133  -3.501  2.897
H  1.085  -3.033  3.959
H  2.704  -1.483  2.807
H  1.947  -0.178  0.815
H  -1.815  0.850  2.273
H  -2.974  -0.294  1.570
H  -3.286  2.604  1.998
H  -4.514  1.427  1.447
H  -4.239  2.120  -0.787
H  -3.299  3.492  -0.168
H  -2.226  1.415  -1.781
H  -1.282  2.531  -0.796
H  0.870  1.738  -2.391
H  3.246  2.694  -2.365
H  5.164  1.220  -1.602
H  4.611  -1.217  -1.107
H  2.308  -2.090  -1.458

---

# CH3F2OP

A 2-piece molecular cluster, CH3F2OP overall in a non-equilibrium geometry (ωB97M-V/def2-TZVPD, OMol25).

Results
2S+1: 1
LUMO energy: -0.681 eV
HOMO energy: -9.52 eV
ΔE to the lowest compared entry with this formula, charge and spin: 84.1 kcal per mole

Geometry (Å):
F  -0.284  -0.889  -2.258
C  -0.266  -1.211  -0.911
F  -0.101  0.037  -0.362
H  0.640  -1.715  -0.510
H  -1.161  -1.525  -0.498
O  0.004  3.954  -0.590
P  -0.544  3.123  0.489
H  0.721  2.549  0.983

---

# C27H31BrClN5O2S

C27H31BrClN5O2S in the gas phase in a non-equilibrium geometry (ωB97M-V/def2-TZVPD, OMol25).

Results
2S+1: 1
LUMO energy: 0.585 eV
HOMO energy: -7.37 eV

Geometry (Å):
C  3.876  3.526  2.125
C  3.551  2.259  1.340
N  4.464  2.152  0.207
C  4.171  1.271  -0.777
N  3.299  0.329  -0.700
C  3.267  -0.436  -1.835
C  2.282  -1.504  -1.962
C  2.540  -2.639  -2.729
C  1.584  -3.628  -2.860
C  0.358  -3.507  -2.229
C  0.116  -2.381  -1.464
Br  -1.553  -2.213  -0.596
C  1.050  -1.377  -1.321
C  4.162  -0.070  -2.794
S  5.080  1.304  -2.290
C  2.132  2.273  0.858
N  1.731  3.031  -0.123
C  0.411  2.718  -0.315
C  -0.521  3.229  -1.211
C  -1.799  2.722  -1.158
Cl  -2.981  3.473  -2.183
C  -2.197  1.686  -0.278
N  -3.513  1.246  -0.279
C  -4.042  0.623  0.914
C  -5.558  0.824  0.944
C  -6.200  0.227  -0.303
C  -5.553  0.838  -1.541
C  -4.045  0.624  -1.479
C  -1.256  1.196  0.628
C  0.023  1.724  0.609
N  1.145  1.467  1.364
C  1.248  0.553  2.468
C  1.941  -0.772  2.107
O  0.951  -1.768  1.976
C  1.479  -3.061  1.800
C  0.326  -4.068  1.839
O  0.230  -4.707  0.586
H  3.263  3.578  3.021
H  3.663  4.399  1.512
H  4.924  3.531  2.415
H  3.712  1.372  1.964
H  4.860  3.026  -0.107
H  3.499  -2.748  -3.212
H  1.791  -4.505  -3.453
H  -0.392  -4.277  -2.324
H  0.838  -0.497  -0.735
H  4.312  -0.487  -3.768
H  -0.258  4.013  -1.900
H  -3.599  1.103  1.789
H  -3.813  -0.455  0.940
H  -5.768  1.895  0.980
H  -5.967  0.362  1.844
H  -7.275  0.414  -0.301
H  -6.043  -0.854  -0.310
H  -5.759  1.909  -1.576
H  -5.951  0.381  -2.448
H  -3.562  1.042  -2.360
H  -3.835  -0.458  -1.455
H  -1.515  0.397  1.303
H  1.780  1.046  3.286
H  0.237  0.314  2.806
H  2.509  -0.660  1.171
H  2.642  -1.062  2.907
H  2.210  -3.272  2.594
H  1.991  -3.146  0.830
H  0.496  -4.814  2.628
H  -0.591  -3.513  2.068
H  -0.598  -5.198  0.551

---

# C3H10NO3S

A 2-piece molecular cluster, C3H10NO3S overall (ωB97M-V/def2-TZVPD, OMol25).

Results
net charge: +1
2S+1: 1
LUMO energy: -3.158 eV
HOMO energy: -13.37 eV
ΔE to the lowest compared entry with this formula, charge and spin: 0.0 kcal per mole

Geometry (Å):
O  0.800  2.489  -0.727
C  0.259  1.914  0.177
O  -0.313  2.473  1.227
C  0.172  0.395  0.196
C  -1.172  -0.149  0.654
S  -1.103  -1.932  0.970
N  0.555  -0.041  -1.175
H  -0.113  3.415  1.326
H  0.922  -0.002  0.875
H  -1.432  0.367  1.571
H  -1.959  0.043  -0.070
H  -2.105  -2.321  0.173
H  -0.253  -0.324  -1.725
H  0.949  0.772  -1.662
H  1.234  -0.814  -1.186
H  2.952  -2.378  -1.698
H  1.557  -3.084  -1.715
O  2.011  -2.248  -1.901

---

# C2H3ClO3P

C2H3ClO3P as an isolated structure in a non-equilibrium geometry (ωB97M-V/def2-TZVPD, OMol25).

Results
net charge: -1
2S+1: 1
LUMO energy: 3.563 eV
HOMO energy: -5.12 eV
ΔE to the lowest compared entry with this formula, charge and spin: 24.5 kcal per mole

Geometry (Å):
C  -0.759  -0.029  0.834
C  0.382  -0.821  0.219
O  0.313  0.274  -2.510
O  1.116  1.817  -0.755
O  -1.208  0.578  -0.426
P  0.369  0.652  -1.153
Cl  1.635  -1.201  1.352
H  -1.544  -0.437  1.326
H  -0.338  0.765  1.435
H  0.034  -1.597  -0.323

---

# CH5N3O

CH5N3O in the gas phase in a non-equilibrium geometry (ωB97M-V/def2-TZVPD, OMol25).

Results
2S+1: 1
LUMO energy: 0.706 eV
HOMO energy: -9.62 eV
ΔE to the lowest compared entry with this formula, charge and spin: 46.3 kcal per mole

Geometry (Å):
N  -1.431  -0.258  0.041
N  -0.314  -0.946  -0.149
C  0.892  -0.351  -0.003
N  0.932  1.104  0.051
O  1.897  -1.021  -0.032
H  -1.881  -0.010  -0.892
H  -1.577  0.194  0.896
H  -0.023  -1.916  0.506
H  -0.197  1.453  -0.280
H  1.702  1.752  -0.138

---

# C9H12CaN2O4

C9H12CaN2O4 as an isolated structure in a non-equilibrium geometry (ωB97M-V/def2-TZVPD, OMol25).

Results
net charge: +2
2S+1: 1
LUMO energy: -8.670 eV
HOMO energy: -15.81 eV

Geometry (Å):
O  -0.416  0.083  -3.015
C  -0.267  0.054  -1.923
Ca  0.166  -0.060  0.040
C  -1.316  -1.176  0.802
C  -0.205  1.784  0.726
O  -2.066  -1.848  1.259
O  -0.317  2.804  1.144
C  3.460  0.631  2.364
N  4.062  -0.345  1.436
C  5.475  -0.623  1.440
C  5.686  -2.123  1.288
C  5.014  -2.571  -0.003
N  3.606  -2.185  0.019
C  2.617  -3.140  -0.523
C  3.293  -1.069  0.638
O  1.956  -0.558  0.446
H  2.905  1.410  1.835
H  4.246  1.100  2.984
H  2.778  0.103  3.040
H  5.912  -0.129  0.561
H  5.948  -0.220  2.330
H  5.260  -2.660  2.154
H  6.758  -2.335  1.235
H  5.130  -3.636  -0.187
H  5.487  -2.031  -0.835
H  2.826  -3.358  -1.584
H  2.690  -4.075  0.049
H  1.590  -2.780  -0.425

---

# CH5NO3

A 2-piece molecular cluster, CH5NO3 overall in a non-equilibrium geometry (ωB97M-V/def2-TZVPD, OMol25).

Results
2S+1: 1
LUMO energy: 0.703 eV
HOMO energy: -10.26 eV
ΔE to the lowest compared entry with this formula, charge and spin: 10.0 kcal per mole

Geometry (Å):
N  0.306  0.703  -0.877
C  1.362  0.385  -0.014
O  1.394  -0.654  0.593
O  2.223  1.408  0.051
H  0.397  1.134  -1.784
H  -0.311  -0.085  -0.885
H  2.984  1.143  0.541
O  -2.705  -1.015  0.573
H  -3.551  -1.434  0.725
H  -2.099  -1.586  1.077

---

# C28H15Cl4F2N3O4SV

C28H15Cl4F2N3O4SV as an isolated structure (ωB97M-V/def2-TZVPD, OMol25).

Results
net charge: -1
2S+1: 3
LUMO energy (alpha / beta): 2.508 / 2.507 eV
HOMO energy (alpha / beta): -4.35 / -4.55 eV
ΔE to the lowest compared entry with this formula, charge and spin: 13.7 kcal per mole

Geometry (Å):
V  0.761  -0.602  -0.411
O  -1.769  -1.464  2.744
C  -1.711  -0.932  1.630
O  -0.692  -0.988  0.873
C  -2.917  -0.122  1.175
C  -3.960  0.070  2.078
C  -5.059  0.806  1.675
C  -5.082  1.316  0.386
C  -3.998  1.063  -0.440
N  -2.933  0.363  -0.061
H  -3.880  -0.366  3.062
H  -5.885  0.979  2.354
H  -5.918  1.899  0.023
H  -3.979  1.442  -1.457
F  0.862  -5.953  -1.928
C  0.390  -4.699  -2.137
C  0.848  -3.661  -1.355
C  0.375  -2.365  -1.563
C  -0.578  -2.164  -2.588
C  -1.015  -3.252  -3.335
F  -1.948  -3.105  -4.317
C  -0.549  -4.534  -3.137
C  -1.020  -0.767  -2.811
C  -1.861  -0.310  -3.830
C  -2.098  1.047  -3.954
C  -1.511  1.940  -3.071
C  -0.720  1.418  -2.066
N  -0.497  0.113  -1.945
H  1.566  -3.879  -0.574
H  -0.904  -5.360  -3.734
H  -2.302  -1.009  -4.519
H  -2.739  1.407  -4.751
H  -1.656  3.008  -3.151
H  -0.249  2.048  -1.320
Cl  5.645  4.019  -1.337
C  4.305  3.148  -0.665
C  3.749  3.536  0.539
Cl  4.388  4.900  1.399
C  2.660  2.828  1.071
Cl  1.876  3.354  2.528
C  2.141  1.713  0.419
O  1.089  1.045  0.803
C  2.752  1.290  -0.800
O  2.175  0.267  -1.403
C  3.783  2.034  -1.346
Cl  4.437  1.535  -2.870
S  2.582  -1.797  1.117
C  2.282  -0.948  2.562
N  1.076  -1.030  3.165
C  0.720  -0.346  4.270
C  1.619  0.463  4.894
C  2.905  0.569  4.335
C  3.235  -0.124  3.204
H  0.341  -1.564  2.686
H  -0.305  -0.496  4.580
H  1.331  1.020  5.773
H  3.636  1.227  4.789
H  4.206  -0.030  2.741

---

# C6H10O

C6H10O in the gas phase (ωB97M-V/def2-TZVPD, OMol25).

Results
2S+1: 1
LUMO energy: 1.054 eV
HOMO energy: -9.72 eV
ΔE to the lowest compared entry with this formula, charge and spin: 16.0 kcal per mole

Geometry (Å):
C  1.761  -0.089  -1.190
C  1.197  -0.695  0.076
C  0.785  0.177  1.231
C  -0.257  -0.583  0.458
C  -1.261  0.162  -0.385
C  -2.464  0.619  0.407
O  -2.728  0.246  1.525
H  2.841  0.066  -1.093
H  1.315  0.887  -1.412
H  1.591  -0.739  -2.056
H  1.661  -1.641  0.350
H  1.012  -0.137  2.245
H  0.828  1.254  1.077
H  -0.681  -1.445  0.967
H  -1.642  -0.463  -1.209
H  -0.824  1.044  -0.870
H  -3.131  1.337  -0.119

---

# C25H18BCl3F9IN4O3STeTi

C25H18BCl3F9IN4O3STeTi as an isolated structure in a non-equilibrium geometry (ωB97M-V/def2-TZVPD, OMol25).

Results
net charge: -1
2S+1: 2
LUMO energy (alpha / beta): 1.532 / -0.076 eV
HOMO energy (alpha / beta): -5.67 / -5.73 eV
ΔE to the lowest compared entry with this formula, charge and spin: 168.1 kcal per mole

Geometry (Å):
Ti  0.356  0.557  -0.602
C  3.940  -1.337  -2.006
C  3.282  -2.220  -0.988
N  3.634  -3.498  -0.940
C  3.087  -4.294  -0.020
C  2.177  -3.864  0.929
C  1.607  -4.801  1.956
O  2.004  -4.482  3.291
C  1.806  -2.521  0.912
C  0.761  -1.938  1.791
N  0.918  -0.751  2.202
C  -0.132  0.138  2.612
C  -1.454  -0.371  3.060
C  -2.314  0.430  3.701
C  -1.973  1.843  3.963
C  -0.297  3.207  3.045
C  0.621  2.202  2.315
I  2.498  2.965  1.751
C  2.330  -1.687  -0.095
O  1.910  -0.444  -0.211
H  4.098  -1.892  -2.930
H  4.918  -1.014  -1.639
H  3.352  -0.440  -2.198
H  3.394  -5.335  -0.040
H  1.964  -5.814  1.773
H  0.514  -4.812  1.878
H  1.902  -3.531  3.413
H  -0.159  -2.518  1.915
H  -1.733  -1.391  2.829
H  -3.295  0.075  3.988
H  -2.645  2.328  4.669
H  -0.005  4.243  3.170
S  -1.997  2.983  2.402
C  -0.489  2.184  4.192
C  0.501  1.219  3.508
C  -0.209  1.259  1.416
C  -1.520  1.832  1.173
C  -2.338  1.734  -0.002
C  -3.647  2.216  -0.067
C  -4.373  2.049  -1.231
C  -3.797  1.387  -2.298
C  -2.487  0.945  -2.171
N  -1.772  1.130  -1.073
H  -0.240  2.468  5.211
H  1.359  0.898  4.092
H  -4.082  2.733  0.777
H  -5.381  2.436  -1.301
H  -4.322  1.238  -3.230
H  -1.986  0.466  -2.999
F  1.586  2.948  -3.593
Te  -0.165  3.391  -2.760
F  -1.661  4.545  -3.169
F  0.728  5.041  -2.663
F  -0.661  2.884  -4.628
F  -0.774  3.963  -0.751
O  1.069  1.933  -0.959
F  -0.126  -1.999  -1.523
B  -1.314  -2.197  -0.787
F  -1.286  -1.134  0.207
F  -1.311  -3.413  -0.126
F  -2.431  -2.028  -1.587
Cl  1.627  -2.152  -5.260
C  1.121  -0.454  -5.302
Cl  2.447  0.584  -5.804
Cl  -0.279  -0.247  -6.359
C  0.723  -0.082  -3.943
N  0.421  0.207  -2.883

---

# C34H43Br2IrN4S

C34H43Br2IrN4S as an isolated structure in a non-equilibrium geometry (ωB97M-V/def2-TZVPD, OMol25).

Results
net charge: +2
2S+1: 1
LUMO energy: -6.058 eV
HOMO energy: -14.02 eV
ΔE to the lowest compared entry with this formula, charge and spin: 0.5 kcal per mole

Geometry (Å):
Ir  -0.448  -0.747  -0.096
C  0.656  0.918  0.655
C  0.944  -0.250  1.498
C  -0.306  -0.516  2.218
C  -1.291  0.338  1.646
C  -0.685  1.316  0.790
C  -1.289  2.642  0.395
C  -2.816  2.609  0.284
C  -0.614  3.249  -0.835
C  -0.951  3.550  1.604
C  -0.695  -1.397  3.426
C  0.195  -0.993  4.613
C  -0.615  -2.916  3.240
C  -2.147  -1.098  3.837
C  2.414  -0.550  1.810
C  2.671  -2.011  2.179
C  3.295  -0.252  0.586
C  2.882  0.389  2.933
H  1.409  1.498  0.149
H  -2.330  0.353  1.925
H  -3.204  1.835  -0.373
H  -3.171  3.572  -0.084
H  -3.270  2.456  1.264
H  -0.831  2.722  -1.768
H  0.471  3.281  -0.722
H  -0.951  4.278  -0.960
H  -1.349  3.140  2.533
H  -1.401  4.532  1.449
H  0.127  3.681  1.715
H  1.216  -1.348  4.500
H  -0.210  -1.448  5.517
H  0.211  0.088  4.766
H  0.388  -3.284  3.036
H  -1.296  -3.242  2.457
H  -0.953  -3.386  4.164
H  -2.302  -0.049  4.090
H  -2.378  -1.681  4.727
H  -2.863  -1.387  3.064
H  2.368  -2.679  1.370
H  2.167  -2.306  3.095
H  3.739  -2.164  2.341
H  2.979  -0.848  -0.274
H  4.322  -0.536  0.816
H  3.318  0.810  0.334
H  2.331  0.260  3.858
H  2.780  1.433  2.626
H  3.936  0.207  3.143
Br  -5.704  -1.307  -4.385
C  -4.288  -1.102  -3.187
C  -3.598  0.100  -3.106
C  -2.552  0.194  -2.213
N  -2.184  -0.806  -1.403
C  -2.832  -1.979  -1.511
C  -3.889  -2.160  -2.387
C  -2.233  -3.084  -0.745
C  -2.740  -4.370  -0.724
C  -1.961  -5.389  -0.196
Br  -2.602  -7.140  -0.161
C  -0.685  -5.093  0.264
C  -0.279  -3.776  0.261
N  -1.058  -2.776  -0.173
H  -3.866  0.947  -3.721
H  -1.987  1.108  -2.124
H  -4.381  -3.117  -2.471
H  -3.710  -4.591  -1.143
H  -0.025  -5.864  0.634
H  0.694  -3.494  0.634
N  0.408  0.433  -3.864
C  1.188  0.105  -2.845
S  0.874  -1.389  -1.985
N  2.217  0.854  -2.493
C  2.678  2.080  -3.074
C  3.098  3.078  -2.205
C  3.572  4.275  -2.714
C  3.622  4.477  -4.087
C  3.230  3.464  -4.948
C  2.765  2.254  -4.448
H  -0.319  -0.210  -4.128
H  0.571  1.258  -4.423
H  2.700  0.534  -1.664
H  3.066  2.914  -1.133
H  3.905  5.051  -2.038
H  3.988  5.413  -4.484
H  3.308  3.600  -6.018
H  2.556  1.443  -5.134

---

Repeat the fifth record exactly.
# C2H3ClO3P

C2H3ClO3P as an isolated structure in a non-equilibrium geometry (ωB97M-V/def2-TZVPD, OMol25).

Results
net charge: -1
2S+1: 1
LUMO energy: 3.563 eV
HOMO energy: -5.12 eV
ΔE to the lowest compared entry with this formula, charge and spin: 24.5 kcal per mole

Geometry (Å):
C  -0.759  -0.029  0.834
C  0.382  -0.821  0.219
O  0.313  0.274  -2.510
O  1.116  1.817  -0.755
O  -1.208  0.578  -0.426
P  0.369  0.652  -1.153
Cl  1.635  -1.201  1.352
H  -1.544  -0.437  1.326
H  -0.338  0.765  1.435
H  0.034  -1.597  -0.323

---

> Number 2 is which compound?

CH3F2OP